Entry 1:
Computed, not measured: one molecule with the formula C4H6N2O, with ωB97M-V/def2-TZVPD.

Calculated values
Lowest unoccupied orbital energy   -0.0176 Ha
Structure (SMILES)   [H]/N=C\NC(=C)C=O
M   98.11 u
E_HOMO   -9.4 eV

Positions of all 13 atoms, in Å:
1 H -1.640234 1.210396 -1.274098
2 N -2.288342 0.873073 -0.534236
3 C -1.854192 -0.052553 0.182821
4 N -0.657823 -0.744666 0.002546
5 C 0.716466 -0.274091 -0.290910
6 C 1.902768 -0.833667 -0.341973
7 C 0.561362 1.070131 0.187911
8 O 1.702378 1.637879 0.031636
9 H -2.550293 -0.483550 0.846465
10 H -0.575220 -1.409882 1.050206
11 H 2.082125 -1.950721 -0.483653
12 H 2.878107 -0.246424 -0.202834
13 H -0.277101 1.204080 0.826122

Atoms 1-3, force components in eV/Å:
-0.38 -0.39 0.63
-0.19 1.75 -1.16
1.11 -0.24 -2.28

Population analysis type Mulliken, resulting atomic charges in e: number 1, H, carries 0.28; number 2, N, carries -0.57; number 3, C, carries -0.10; number 4, N, carries -0.40; number 5, C, carries 0.44; number 6, C, carries -0.70; number 7, C, carries -0.10; number 8, O, carries -0.55; number 9, H, carries 0.38; number 10, H, carries 0.32; number 11, H, carries 0.27; number 12, H, carries 0.26; number 13, H, carries 0.48



Entry 2:
Computed, not measured: C26H25F4N4O2Re as an isolated structure, with ωB97M-V/def2-TZVPD.

Calculated values
Lowest unoccupied orbital energy (spin up / spin down)   -0.1177 / -0.1509 Ha
Total charge   +1
Multiplicity   4
M   687.71 u
⟨S²⟩   3.77
E_HOMO (spin up / spin down)   -10.5 / -10.8 eV

Positions of all 62 atoms, in Å:
1 Re 0.341013 -0.005483 0.439329
2 O 2.089852 -0.610581 -0.336940
3 C 3.083315 -1.305008 0.184181
4 C 3.864150 -2.108714 -0.660740
5 C 4.889209 -2.869805 -0.145324
6 C 5.206310 -2.839629 1.219442
7 C 4.488021 -2.018610 2.050361
8 C 3.409136 -1.260726 1.557545
9 C 2.807653 -0.254149 2.380189
10 N 1.702387 0.366628 2.133812
11 C 1.632835 1.747858 2.629791
12 C 1.746811 2.554758 1.336201
13 N 0.586033 2.112535 0.558803
14 C -0.350847 2.983980 0.363721
15 C -1.724539 2.694210 0.111934
16 C -2.578781 3.708398 -0.365306
17 C -3.930153 3.503372 -0.446452
18 C -4.462625 2.287601 0.010313
19 C -3.657291 1.296467 0.520357
20 C -2.264856 1.468173 0.559539
21 O -1.506092 0.496030 1.027922
22 H 3.631033 -2.114952 -1.717465
23 H 5.468408 -3.495520 -0.812171
24 H 6.022374 -3.434539 1.603345
25 H 4.743086 -1.943183 3.101099
26 H 3.407875 0.099877 3.220198
27 H 2.450597 1.964148 3.318342
28 H 0.675766 1.943197 3.113919
29 H 2.671443 2.289544 0.822125
30 H 1.715890 3.630893 1.507572
31 H -0.086105 4.035349 0.476758
32 H -2.145177 4.651579 -0.677180
33 H -4.582103 4.272799 -0.834305
34 H -5.532308 2.126865 -0.032704
35 H -4.071553 0.363446 0.878484
36 C 0.489856 -2.779369 1.972080
37 N -0.186905 -2.118778 0.834523
38 C -1.651622 -2.289054 1.044123
39 C 0.183583 -2.795470 -0.445694
40 C -0.426704 -2.027173 -1.617089
41 N -0.539878 -0.607017 -1.273637
42 C -1.268716 0.196016 -2.139056
43 C -0.744014 1.405363 -2.601490
44 F 0.507963 1.754448 -2.257816
45 C -1.462510 2.256392 -3.418142
46 F -0.892925 3.405942 -3.795624
47 C -2.733501 1.936711 -3.848119
48 C -3.265279 0.739487 -3.411960
49 F -4.506320 0.393564 -3.763601
50 C -2.562411 -0.103615 -2.572603
51 F -3.189813 -1.195306 -2.099990
52 H 0.139300 -3.810614 2.053257
53 H 0.249091 -2.249183 2.891687
54 H 1.563870 -2.786667 1.818204
55 H -1.870873 -3.358739 1.064389
56 H -2.204617 -1.805398 0.246282
57 H -1.934233 -1.836310 1.990149
58 H -0.188093 -3.823778 -0.424020
59 H 1.266419 -2.830358 -0.503282
60 H -1.411271 -2.440465 -1.844551
61 H 0.195132 -2.167784 -2.506737
62 H -3.296294 2.600350 -4.487973

Atoms 1-3, force components in eV/Å:
-0.04 -0.07 0.15
-0.02 -0.01 -0.04
0.02 -0.02 0.03

Population analysis type Mulliken, resulting atomic charges in e: number 1, Re, carries 1.71; number 2, O, carries -0.77; number 3, C, carries 0.60; number 4, C, carries -0.49; number 5, C, carries -0.40; number 6, C, carries -0.90; number 7, C, carries -0.49; number 8, C, carries 0.06; number 9, C, carries -0.29; number 10, N, carries -0.22; number 11, C, carries -0.80; number 12, C, carries -0.68; number 13, N, carries -0.15; number 14, C, carries -0.32; number 15, C, carries 0.54; number 16, C, carries -0.51; number 17, C, carries -0.87; number 18, C, carries -0.52; number 19, C, carries -0.57; number 20, C, carries 0.50; number 21, O, carries -0.86; number 22, H, carries 0.53; number 23, H, carries 0.42; number 24, H, carries 0.43; number 25, H, carries 0.44; number 26, H, carries 0.41; number 27, H, carries 0.55; number 28, H, carries 0.29; number 29, H, carries 0.25; number 30, H, carries 0.60; number 31, H, carries 0.46; number 32, H, carries 0.47; number 33, H, carries 0.44; number 34, H, carries 0.43; number 35, H, carries 0.49; number 36, C, carries -1.15; number 37, N, carries 0.04; number 38, C, carries -0.99; number 39, C, carries -0.73; number 40, C, carries -0.89; number 41, N, carries 0.61; number 42, C, carries -0.91; number 43, C, carries 0.40; number 44, F, carries -0.46; number 45, C, carries 0.45; number 46, F, carries -0.37; number 47, C, carries -0.41; number 48, C, carries 0.27; number 49, F, carries -0.33; number 50, C, carries 0.59; number 51, F, carries -0.42; number 52, H, carries 0.47; number 53, H, carries 0.32; number 54, H, carries 0.36; number 55, H, carries 0.43; number 56, H, carries 0.15; number 57, H, carries 0.43; number 58, H, carries 0.64; number 59, H, carries 0.26; number 60, H, carries 0.46; number 61, H, carries 0.48; number 62, H, carries 0.53



Entry 3:
Computed, not measured: C12H26Cl2Cu5NO8P as an isolated structure, with ωB97M-V/def2-TZVPD.

Calculated values
Lowest unoccupied orbital energy   -0.4251 Ha
Total charge   +3
M   731.95 u
E_HOMO   -17.7 eV

Positions of all 55 atoms, in Å:
1 Cu -4.359754 1.529427 -1.722164
2 Cu -2.336483 -0.309554 0.101333
3 Cu -2.770554 1.634281 2.948392
4 Cu -2.098719 4.381113 1.562467
5 Cu -1.723541 3.311546 -2.815522
6 C -1.752841 2.351951 -0.184306
7 O -1.430312 3.547720 -0.419891
8 O -2.117321 1.554213 -1.148027
9 O -1.815490 1.926921 1.056939
10 C -0.030189 1.647709 -4.511157
11 O -0.641410 2.742406 -4.556156
12 N -0.600811 0.462692 -4.625991
13 C 0.208407 -0.765623 -4.524149
14 C -2.020442 0.274134 -4.596950
15 H 1.050543 1.678138 -4.345544
16 H 0.293716 -1.213644 -5.513286
17 H -0.198975 -1.495205 -3.830111
18 H 1.199710 -0.437370 -4.219078
19 H -2.554400 1.195294 -4.849131
20 H -2.433177 -0.439234 -5.310655
21 H -2.380407 -0.037847 -3.601617
22 Cl 0.475386 5.661337 1.318886
23 C 1.457901 5.041371 -0.021333
24 C 1.970237 3.640162 0.210740
25 Cl 3.071443 3.181141 -1.096499
26 H 2.290999 5.716832 -0.207063
27 H 0.846687 5.110573 -0.919452
28 H 1.158956 2.925050 0.320149
29 H 2.594999 3.650567 1.101665
30 C -0.878920 0.085873 3.438841
31 C -0.927308 -1.422258 3.630005
32 O 0.184063 -2.111274 3.002169
33 P 0.259580 -2.398831 1.441648
34 O -0.624625 -1.536175 0.619349
35 O 1.784124 -2.268320 1.113317
36 C 2.392824 -0.966862 1.048757
37 C 3.170904 -0.855354 -0.252667
38 O -0.001431 -3.916694 1.266813
39 C 0.550605 -4.901686 2.201991
40 C -0.587304 -5.443463 3.066176
41 H -0.696229 0.320231 2.389535
42 H -1.778588 0.588732 3.846073
43 H -0.035500 0.460660 4.022031
44 H -0.771351 -1.729374 4.662265
45 H -1.867621 -1.873521 3.299624
46 H 1.712270 -0.133718 1.243722
47 H 3.128979 -0.914624 1.853307
48 H 2.576154 -1.307757 -1.044430
49 H 3.409056 0.176090 -0.512157
50 H 4.121196 -1.367207 -0.125205
51 H 0.918421 -5.706774 1.575853
52 H 1.274290 -4.485953 2.899137
53 H -1.012534 -4.639692 3.666471
54 H -1.393066 -5.801146 2.418952
55 H -0.262144 -6.317006 3.625932

Atoms 1-3, force components in eV/Å:
1.07 -0.03 0.02
1.63 -0.21 0.00
0.41 0.19 -0.98

Population analysis type Mulliken, resulting atomic charges in e: number 1, Cu, carries 0.78; number 2, Cu, carries 0.40; number 3, Cu, carries 0.21; number 4, Cu, carries 0.60; number 5, Cu, carries 0.52; number 6, C, carries 0.88; number 7, O, carries -0.49; number 8, O, carries -0.60; number 9, O, carries -0.20; number 10, C, carries 0.27; number 11, O, carries -0.73; number 12, N, carries 0.17; number 13, C, carries -0.89; number 14, C, carries -0.80; number 15, H, carries 0.41; number 16, H, carries 0.32; number 17, H, carries 0.34; number 18, H, carries 0.29; number 19, H, carries 0.32; number 20, H, carries 0.40; number 21, H, carries 0.10; number 22, Cl, carries -0.19; number 23, C, carries -0.47; number 24, C, carries -0.05; number 25, Cl, carries -0.16; number 26, H, carries 0.48; number 27, H, carries 0.21; number 28, H, carries -0.17; number 29, H, carries 0.38; number 30, C, carries -0.13; number 31, C, carries -0.42; number 32, O, carries -0.19; number 33, P, carries 0.43; number 34, O, carries -0.04; number 35, O, carries -0.35; number 36, C, carries 0.09; number 37, C, carries -1.07; number 38, O, carries -0.31; number 39, C, carries -0.21; number 40, C, carries -1.10; number 41, H, carries -0.29; number 42, H, carries 0.23; number 43, H, carries 0.49; number 44, H, carries 0.38; number 45, H, carries 0.31; number 46, H, carries -0.02; number 47, H, carries 0.33; number 48, H, carries 0.31; number 49, H, carries 0.27; number 50, H, carries 0.34; number 51, H, carries 0.43; number 52, H, carries 0.27; number 53, H, carries 0.20; number 54, H, carries 0.30; number 55, H, carries 0.40